Computed, not measured: C10H13BrO in the gas phase, with ωB97M-V/def2-TZVPD.

The energy above the lowest of the compared OMol25 structures with the same formula, charge and spin comes out at 11.3 kcal per mole. Its SMILES is CC1=CC[C@@H]2C(C)(C)[C@]2(Br)C1=O. The calculation puts the strongest force on any atom at 5.01 eV Å⁻¹. The value obtained for the frontier orbital gap is 10.0217 eV. Its LUMO energy is 0.02378 Ha.

Geometry as XYZ:
```
25
C10H13BrO (ωB97M-V/def2-TZVPD)
C 3.2747 -0.9038 0.7410
C 2.0893 -0.7931 -0.0873
C 1.6646 0.0738 -1.0170
C 0.2107 0.2094 -1.6144
C -0.9448 -0.5554 -1.0227
C -1.5526 -0.2934 0.3123
C -3.0272 -0.5587 0.3583
C -0.9524 0.8573 1.1396
C -0.6911 -1.4965 0.0966
Br -1.4724 -3.1810 0.3124
C 0.8864 -1.6251 0.4790
O 1.1523 -2.5707 1.2064
H 3.2703 -1.8444 1.2031
H 3.3609 -0.1258 1.3954
H 4.1512 -0.8237 0.1252
H 2.3487 0.8908 -1.3971
H -0.0197 1.2305 -1.6368
H 0.4861 0.0630 -2.6110
H -1.6262 -0.8786 -1.7185
H -3.4503 -0.8560 1.2489
H -3.3161 -1.2852 -0.4556
H -3.6764 0.2629 0.1768
H 0.0357 1.2055 0.7013
H -0.9229 0.3027 2.0831
H -1.6960 1.7681 1.2107
```



Computed, not measured: a molecular structure, CH4FN4O14V, with ωB97M-V/def2-TZVPD.

The energy above the lowest of the compared OMol25 structures with the same formula, charge and spin comes out at 7.6 kcal per mole. The multiplicity is 2. As for the total charge: -3. The calculation puts the strongest force on any atom at 2.33 eV Å⁻¹. The value obtained for the frontier orbital gap (alpha / beta) is 7.9155 / 7.9087 eV. Its LUMO energy (alpha / beta) is 0.27584 / 0.27585 Ha.

Geometry as XYZ:
```
25
CH4FN4O14V (ωB97M-V/def2-TZVPD)
O -0.7776 -1.0382 -0.7783
V 0.0185 -0.7290 0.5435
N 2.1397 -3.3129 0.7561
O 2.1056 -4.4943 0.3956
O 2.9102 -2.9214 1.6606
O 1.4147 -2.4488 0.1822
N 2.5378 1.1483 -0.8336
O 2.5175 2.3585 -0.4975
O 3.3747 0.7562 -1.6679
O 1.7044 0.3653 -0.3340
N -2.1798 -2.2271 2.3629
O -3.0364 -1.5222 1.7950
O -1.0060 -2.2666 1.9117
O -2.4813 -2.9101 3.3637
N -1.2808 2.3525 1.1591
O -0.6167 2.5994 2.1598
O -1.1620 1.2433 0.5654
O -2.1207 3.1937 0.7331
F 1.0145 -0.3283 2.3457
C -1.1726 1.7773 -2.4666
O -0.1926 0.9113 -3.0242
H -0.6586 2.5330 -1.8697
H -1.7351 2.3546 -3.2178
H -1.8595 1.1820 -1.8764
H 0.5422 1.4234 -3.3682
```



Computed, not measured: a molecular structure, C22H23Cl2F4N5O2V, with ωB97M-V/def2-TZVPD.

The multiplicity is 2. As for the total charge: +2. The calculation puts the strongest force on any atom at 2.47 eV Å⁻¹. The value obtained for the frontier orbital gap (alpha / beta) is 6.4440 / 7.4015 eV. Its LUMO energy (alpha / beta) is -0.27779 / -0.24904 Ha.

Geometry as XYZ:
```
59
C22H23Cl2F4N5O2V (ωB97M-V/def2-TZVPD)
V -0.1679 0.0774 -0.5572
C -1.1381 -0.5607 -3.3650
C 0.2550 0.0150 -3.5320
N 0.7590 0.7218 -2.3094
C 2.2631 0.8474 -2.3685
C 3.0648 -0.4107 -2.1316
C 0.2002 2.1032 -2.2140
C 0.4964 2.6775 -0.8105
N 0.6051 1.5739 0.1978
C 1.2295 1.8501 1.4445
C 1.8338 0.8243 2.1640
F 1.8427 -0.4145 1.6609
C 2.4601 1.0538 3.3727
F 3.0281 0.0235 3.9855
C 2.5036 2.3172 3.9249
C 1.8935 3.3391 3.2314
F 1.8760 4.5712 3.7203
C 1.2606 3.1183 2.0190
F 0.6301 4.1516 1.4399
H -1.4065 -1.1103 -4.2669
H -1.2014 -1.2948 -2.5512
H -1.8992 0.2033 -3.2149
H 0.9658 -0.7768 -3.7514
H 0.2833 0.7242 -4.3623
H 2.4648 1.2557 -3.3631
H 2.5468 1.6087 -1.6453
H 2.8379 -1.2011 -2.8447
H 4.1167 -0.1528 -2.2566
H 2.9387 -0.8052 -1.1282
H 0.6380 2.7511 -2.9757
H -0.8674 2.0462 -2.4099
H 1.4246 3.2460 -0.8254
H -0.2964 3.3736 -0.5428
H 2.9955 2.4993 4.8706
Cl 2.0955 -3.9370 -1.5631
C 0.8319 -3.8263 -0.4078
C 0.3371 -5.0050 0.2098
C -0.6570 -4.9408 1.1399
Cl -1.2327 -6.3835 1.8755
C -1.2406 -3.6914 1.5104
C -2.2701 -3.5016 2.4554
C -2.7351 -2.2361 2.6904
C -2.1906 -1.1569 1.9767
N -1.2279 -1.2864 1.0857
C -0.7494 -2.5506 0.8755
C 0.2909 -2.6391 -0.0522
O 0.6674 -1.3891 -0.5276
H 0.7679 -5.9571 -0.0667
H -2.6805 -4.3526 2.9826
H -3.5165 -2.0526 3.4138
H -2.5622 -0.1549 2.1539
N -2.3556 2.2818 1.0587
C -2.7574 1.5781 0.0053
N -4.0009 1.6507 -0.4415
O -1.9320 0.8201 -0.6183
H -2.9649 2.9229 1.5413
H -1.3836 2.2475 1.3255
H -4.6948 2.2386 -0.0083
H -4.2760 1.0744 -1.2198
```



Computed, not measured: 2 unconnected molecules or ions with the total composition C6H9N2O2, with ωB97M-V/def2-TZVPD.

The energy above the lowest of the compared OMol25 structures with the same formula, charge and spin comes out at 47.5 kcal per mole. As for the total charge: -1. The calculation puts the strongest force on any atom at 6.32 eV Å⁻¹. The value obtained for the frontier orbital gap is 8.6115 eV. Its LUMO energy is 0.13877 Ha.

Geometry as XYZ:
```
19
C6H9N2O2 (ωB97M-V/def2-TZVPD)
C -1.6173 -1.6741 2.7218
C -1.8087 -0.2674 2.0846
O -1.7531 0.8069 2.7345
O -2.1587 -0.4510 0.8877
H -0.6138 -2.0201 2.7749
H -2.3291 -2.3167 2.0092
H -2.2974 -1.8472 3.5337
C 2.6125 1.5694 -1.7528
C 0.7634 0.5988 -0.4376
C 1.5022 0.7561 -1.6042
C -0.2938 -0.3635 -2.1703
N -0.4670 -0.0297 -0.8223
N 0.8784 0.0937 -2.7015
H 0.9827 0.9853 0.6410
H -1.2520 -0.1754 -0.2121
H 3.4320 1.0953 -2.2573
H 3.1452 1.7479 -0.7750
H -1.1005 -1.0564 -2.4600
H 2.3751 2.5481 -2.1941
```